Here is an isolated molecule of C3H4N2O2S at a distorted geometry from the OMol25 dataset. Energies are from the ωB97M-V functional and the def2-TZVPD basis.

Structure (XYZ):
```
12
Properties=species:S:1:pos:R:3:forces:R:3
C -0.762557 0.927513 -0.781016 0.815 -3.124 1.715
C -0.715916 0.358721 1.469452 -1.143 -0.738 1.760
C 0.144731 -1.052552 -0.636233 -3.031 1.812 0.290
N -1.065958 1.088204 0.365518 -1.132 1.342 0.333
N 1.455107 -0.575193 -0.678575 2.174 -0.577 -3.502
O 1.851392 -0.576267 -1.869796 0.500 0.558 1.082
O 2.135541 -0.240753 0.260832 -0.522 0.098 0.502
S -0.504353 -1.479027 0.880160 0.227 0.847 0.207
H -0.903598 1.585882 -1.554112 0.002 1.079 -2.331
H 0.113665 0.938970 1.839616 1.013 -0.731 0.473
H -1.461561 0.327040 2.317663 0.470 -0.021 -1.262
H -0.286494 -1.302538 -1.613511 0.627 -0.545 0.733
```
Positions in Å, forces in eV/Å.

The LUMO energy is -0.56 eV. As for the HOMO energy: -9.4 eV. Its charge is 0. The total energy is -774.68415 a.u. Its spin multiplicity is 1.

Here are the Löwdin charges for atoms 1 to 4, given in e: atom 1 (C): 0.09, atom 2 (C): -0.40, atom 3 (C): -0.51, atom 4 (N): -0.05